No. 1
144
Properties=species:S:1:pos:R:3:forces:R:3 method="wB97M-V/def2-TZVPD" homo_ha=-0.341 e_above_lowest_kj_mol=271.0 gap_ev=9.30
C -23.97661 -1.58231 -3.91441 -0.612 0.143 0.544
C -24.03634 -3.01980 -4.35577 0.526 -0.083 -0.168
O -22.72306 -3.48959 -4.50889 0.403 -0.286 -1.011
H -23.34564 -1.52139 -3.02769 -0.002 0.028 0.145
H -24.97942 -1.27047 -3.62249 -0.045 0.404 -0.060
H -23.54656 -0.89736 -4.64517 -0.146 -0.187 -0.195
H -24.54971 -3.15284 -5.30806 -0.051 0.095 0.005
H -24.52088 -3.66514 -3.62306 -0.500 0.165 0.184
H -22.37082 -3.58711 -3.62119 0.387 -0.185 0.363
C -16.13942 0.73040 -8.77535 -0.144 0.275 -0.744
C -16.47057 -0.09982 -10.01233 0.894 0.077 1.139
O -16.47501 -1.41440 -9.47054 -0.809 -1.510 -0.551
H -15.28020 0.23914 -8.31873 0.068 0.365 0.216
H -17.01056 0.61609 -8.13026 0.187 0.327 0.310
H -15.92257 1.77746 -8.98687 -0.066 0.033 0.139
H -15.69373 -0.08846 -10.77686 -0.286 0.510 -0.295
H -17.47051 0.12850 -10.38125 0.180 -0.192 -0.283
H -15.58145 -1.75765 -9.39744 0.049 0.136 -0.029
C -18.87983 -5.64936 -13.08935 0.133 -0.486 0.777
C -19.51115 -4.32029 -12.68038 0.657 -0.965 -1.018
O -19.90517 -3.70612 -13.89573 -0.280 0.889 -0.201
H -18.38790 -6.04558 -12.20103 0.140 -0.396 -0.068
H -18.14103 -5.56115 -13.88590 0.180 0.549 0.192
H -19.55643 -6.40589 -13.48680 -0.451 0.220 0.320
H -18.75789 -3.73060 -12.15792 -0.091 0.188 0.125
H -20.39684 -4.42162 -12.05318 0.047 -0.171 0.097
H -19.27651 -3.01538 -14.11768 -0.002 0.029 -0.115
C -23.50063 -4.69505 -9.27495 -0.294 0.750 0.523
C -23.42061 -5.18150 -7.82966 0.583 0.865 -0.145
O -24.01489 -6.45065 -7.73283 0.061 -0.290 0.079
H -23.43901 -5.53658 -9.96497 0.170 0.087 -0.036
H -22.74492 -3.94475 -9.50742 0.177 -0.183 -0.048
H -24.44170 -4.16342 -9.41587 -0.240 -0.212 -0.221
H -23.86586 -4.50749 -7.09784 -0.464 0.333 -0.213
H -22.38888 -5.18289 -7.47804 0.256 -0.695 -0.148
H -24.67828 -6.46748 -8.42655 -0.216 -0.389 0.123
C -19.76427 2.33819 -9.96850 -0.191 -0.456 -0.307
C -20.97914 1.57989 -9.43482 0.929 1.545 1.625
C -20.94742 1.48190 -7.87895 -0.516 -1.251 -1.180
O -22.10086 2.35120 -9.85869 -0.604 -0.867 -0.273
H -19.89762 2.34489 -11.05029 0.410 0.174 -0.115
H -18.79487 1.92132 -9.69540 -0.054 -0.118 0.017
H -19.80577 3.36726 -9.61157 0.077 0.070 0.061
H -21.00984 0.57682 -9.86029 -0.423 0.105 -0.096
H -21.88715 1.01395 -7.58564 -0.197 0.359 0.219
H -20.81343 2.43073 -7.35945 0.155 -0.051 -0.152
H -20.21858 0.71928 -7.60453 0.492 0.357 0.236
H -21.97800 3.24302 -9.52527 -0.001 0.081 0.069
C -19.10591 -7.15327 -7.51158 0.311 1.424 0.458
C -20.08306 -7.75964 -8.46613 0.143 0.546 0.744
C -20.47164 -6.78763 -9.56378 -0.796 -0.127 0.699
O -19.49723 -8.82022 -9.07383 1.169 -2.981 -1.352
H -18.18022 -6.91866 -8.03709 0.169 0.069 -0.240
H -18.80030 -7.70961 -6.62547 -0.470 -0.291 -0.090
H -19.52265 -6.18989 -7.21776 0.144 0.168 0.479
H -20.87339 -8.23731 -7.88708 -0.704 0.607 -0.211
H -20.97095 -5.92268 -9.12714 -0.089 0.154 -0.380
H -21.11380 -7.34016 -10.24966 -0.157 0.338 -0.098
H -19.57266 -6.48564 -10.10113 0.079 0.150 0.047
H -18.72442 -8.51947 -9.55748 0.158 -0.041 -0.093
C -23.96857 -0.80733 -7.83876 -0.834 0.216 -0.173
C -25.33914 -1.27653 -8.37082 0.152 0.020 -0.048
C -26.17819 -1.89951 -7.24862 -0.586 0.471 -0.913
O -26.04433 -0.17048 -8.92880 -0.633 0.375 0.608
H -24.14814 -0.23510 -6.92860 -0.065 -0.150 0.247
H -23.55868 -0.04906 -8.50593 0.397 -0.408 -0.363
H -23.28162 -1.62163 -7.60828 0.100 0.025 -0.173
H -25.29812 -1.98459 -9.19850 0.651 -0.418 0.089
H -27.23651 -1.82187 -7.49770 -0.088 0.348 -0.123
H -26.01432 -1.33202 -6.33254 0.027 -0.511 0.230
H -26.05716 -2.98191 -7.20555 0.636 0.087 0.518
H -25.50061 0.29113 -9.57136 0.223 -0.085 0.001
C -21.32360 -0.98393 -12.59833 -0.304 -1.194 -0.204
C -22.65089 -1.80617 -12.69957 0.170 1.458 0.041
C -23.78553 -0.92673 -13.20857 -0.667 -0.506 -0.009
O -22.47976 -2.89261 -13.61800 -0.384 1.005 0.745
H -21.32927 -0.09940 -11.96141 -0.325 -0.127 0.011
H -21.01074 -0.70831 -13.60543 -0.199 0.243 -0.121
H -20.55434 -1.67753 -12.25883 0.241 0.126 0.371
H -22.94200 -2.20593 -11.72821 0.167 -0.066 0.314
H -24.34569 -0.26743 -12.54552 0.820 0.176 0.753
H -24.58462 -1.63282 -13.43437 0.016 0.027 -0.951
H -23.44367 -0.30510 -14.03610 -0.279 -0.355 -0.334
H -21.53954 -3.07200 -13.54440 0.409 -0.646 -0.642
C -22.10591 -6.56324 -4.39799 -0.207 -0.601 -0.339
C -22.31344 -8.01077 -4.89731 1.053 0.135 0.297
C -22.21856 -9.03279 -3.75374 0.187 0.030 -0.407
O -23.50824 -8.16636 -5.59329 -1.129 -0.081 0.468
H -21.16409 -6.40785 -3.87176 -0.129 -0.345 0.462
H -22.98028 -6.34740 -3.78399 0.195 0.375 0.247
H -22.04246 -5.81804 -5.19094 -0.412 -0.155 -0.284
H -21.57627 -8.23768 -5.66750 0.968 -0.120 0.355
H -23.06138 -9.01938 -3.06266 -0.130 0.391 -0.096
H -21.30667 -8.84875 -3.18569 0.023 0.009 0.066
H -22.16438 -10.05414 -4.13058 0.005 0.020 -0.186
H -23.54809 -7.44175 -6.22175 -0.444 0.027 -0.462
C -18.23188 -5.53107 -4.41094 -0.010 -0.542 0.996
C -18.29677 -6.20130 -3.00079 -0.093 -0.056 -1.470
C -18.24714 -7.74178 -3.06844 -0.575 -0.105 -0.065
O -17.26080 -5.67222 -2.23422 0.731 0.258 1.241
H -17.89867 -4.49732 -4.31918 -0.473 0.106 0.185
H -19.21176 -5.59936 -4.88347 0.260 0.030 -0.349
H -17.43298 -6.00248 -4.98334 -0.224 -0.360 -0.341
H -19.19996 -5.86828 -2.48949 -0.176 -0.140 -0.092
H -18.54086 -8.23838 -2.14366 0.422 0.342 0.412
H -17.27603 -8.11983 -3.38801 0.171 0.190 0.097
H -18.97220 -8.18295 -3.75237 -0.123 0.425 -0.483
H -16.42643 -5.70577 -2.70783 0.022 -0.138 -0.156
C -20.12660 -2.83040 -6.40444 0.434 0.065 -0.410
C -19.22591 -2.70594 -7.64518 -0.181 1.448 -0.654
C -20.05722 -2.52955 -8.96141 0.401 -1.412 0.768
O -18.42358 -1.53735 -7.55883 -0.259 1.467 1.294
H -21.02458 -2.21478 -6.45696 -0.192 -0.232 -0.408
H -19.66883 -2.47712 -5.48046 0.507 -0.257 -0.084
H -20.37038 -3.88734 -6.29703 -0.381 0.090 0.186
H -18.43329 -3.45397 -7.66323 -0.780 -1.085 -0.302
H -20.74282 -3.37479 -9.02163 -0.246 0.005 -0.206
H -19.43245 -2.56596 -9.85385 0.195 0.066 0.052
H -20.62768 -1.60085 -8.97480 0.081 0.005 0.350
H -17.71389 -1.55830 -8.20497 0.316 -0.198 -0.417
C -16.64127 0.42826 -3.33604 0.562 0.004 -0.940
C -16.87336 -0.49136 -4.59968 0.425 0.950 2.694
C -16.82940 -1.97808 -4.39274 0.892 -0.977 0.115
O -18.13886 -0.14296 -5.01910 -0.972 0.402 -0.828
H -17.32189 0.36128 -2.48730 -0.069 -0.892 -0.114
H -16.80196 1.46158 -3.64350 0.101 0.051 -0.411
H -15.60307 0.38577 -3.00675 -0.017 -0.218 0.231
H -16.10804 -0.23203 -5.33121 0.193 0.225 -0.210
H -15.86730 -2.36073 -4.05209 0.277 0.309 0.323
H -16.91561 -2.46480 -5.36422 -0.487 -0.042 -0.156
H -17.57388 -2.38025 -3.70563 -0.155 0.333 -0.090
H -18.23682 -0.63142 -5.83971 -0.720 -0.107 -0.730
C -20.15825 -3.84012 -0.23222 0.155 0.849 -0.088
C -20.98941 -3.02826 -1.24408 1.757 0.709 -0.061
C -20.22134 -2.30466 -2.36019 0.507 0.679 1.020
O -21.79201 -3.90656 -1.93235 -2.010 -1.522 -0.439
H -19.42607 -3.18049 0.23350 0.117 -0.101 0.141
H -19.63878 -4.68636 -0.68181 0.011 0.195 -0.247
H -20.80003 -4.23994 0.55286 -0.114 0.048 0.042
H -21.65597 -2.35567 -0.70424 0.279 0.544 0.159
H -20.87785 -1.90363 -3.13238 -0.152 -0.434 -0.042
H -19.45215 -2.95208 -2.78124 -0.193 -0.142 -0.147
H -19.71253 -1.41633 -1.98592 0.227 -0.046 0.225
H -22.48249 -4.07515 -1.28704 -0.503 -0.792 -0.393

=====

No. 2
113
Properties=species:S:1:pos:R:3:forces:R:3 method="wB97M-V/def2-TZVPD" homo_ha="-0.217 / -0.264" s2=2.072 e_above_lowest_kj_mol=336.2 multiplicity=3 gap_ev="5.54 / 6.63"
W -0.11143 -0.10110 0.61238 -0.086 -0.092 0.469
C -0.50110 5.91969 2.92934 -0.009 -0.063 0.016
O -0.77596 5.32503 4.18398 -0.003 0.042 0.032
C 0.21453 4.58851 4.75421 -0.032 -0.015 -0.036
C -0.08690 4.00522 5.98539 0.021 -0.014 -0.006
C 0.84964 3.21586 6.61818 -0.007 -0.007 0.002
C 2.07701 2.96075 6.01179 0.082 0.006 0.104
C 2.39966 3.59231 4.82800 -0.041 0.076 -0.073
C 1.47218 4.40863 4.19063 0.038 -0.039 -0.001
N 3.00445 2.11946 6.71421 -0.026 -0.012 0.002
N 3.60390 1.19474 6.14922 -0.053 0.035 -0.199
C 3.35128 0.81405 4.77518 0.110 -0.031 0.203
C 4.46136 0.64781 3.97141 -0.013 -0.009 -0.019
C 4.31367 0.13084 2.69934 -0.045 0.028 0.009
C 3.06820 -0.23500 2.18050 0.137 0.094 -0.085
O 3.21792 -0.97604 1.02083 -0.235 -0.128 0.185
C 1.91167 0.01147 2.95329 -0.043 0.079 0.021
N 0.59244 -0.12792 2.47681 -0.151 -0.221 0.009
C -0.45762 -0.17123 3.38846 0.054 -0.002 -0.022
C -0.28793 0.02616 4.72475 0.009 0.044 0.000
C 0.97162 0.35430 5.20721 0.036 -0.018 -0.050
C 2.07748 0.42529 4.31558 -0.070 -0.033 -0.011
H -1.40345 6.45432 2.64464 -0.010 0.004 -0.003
H -0.27007 5.16396 2.17235 0.011 0.033 0.060
H 0.33035 6.62682 2.99771 0.001 0.003 -0.015
H -1.05978 4.18591 6.42283 0.007 0.003 0.000
H 0.63246 2.76238 7.57748 0.000 0.006 -0.007
H 3.38004 3.45032 4.39571 -0.014 -0.002 0.053
H 1.74033 4.88634 3.25948 0.015 0.003 -0.030
H 5.44170 0.88846 4.36258 -0.008 0.010 -0.005
H 5.17748 -0.06788 2.07922 0.005 -0.004 0.001
H -1.43403 -0.35222 2.95467 0.012 -0.105 0.042
H -1.14046 -0.05106 5.38523 0.003 -0.006 -0.006
H 1.13132 0.50881 6.26139 -0.003 -0.008 0.008
C -1.95365 2.10886 0.97881 0.047 -0.031 -0.003
C -1.29555 2.19806 -0.40209 0.152 -0.126 0.028
C -2.29343 2.62205 -1.48692 -0.130 0.003 0.096
C -0.07347 3.09592 -0.36336 -0.050 0.082 -0.015
C -0.26609 4.46567 -0.47302 0.032 -0.004 -0.082
C 0.80502 5.33984 -0.38795 0.010 -0.008 -0.040
C 2.07364 4.84017 -0.16370 -0.004 0.006 0.034
C 2.31942 3.47387 -0.03490 -0.011 0.080 0.015
C 3.73857 3.05645 0.32828 -0.005 -0.004 0.009
C 4.73664 3.41778 -0.77198 0.017 -0.016 -0.025
C 4.14148 3.65810 1.67064 0.045 0.086 -0.015
C 1.22663 2.60150 -0.17732 0.013 -0.134 -0.077
N 1.36618 1.18626 -0.09327 0.121 0.291 -0.109
C 2.41713 0.58674 -0.59847 0.001 -0.133 -0.060
C 2.49667 -0.84692 -0.23551 0.072 0.250 -0.077
N 1.15986 -1.36206 -0.16824 -0.004 -0.095 -0.215
C 0.92096 -2.56240 -0.93335 0.021 0.098 0.021
C 1.13850 -3.85024 -0.41676 -0.065 -0.109 -0.012
C 0.88917 -4.93420 -1.26161 0.002 0.009 0.044
C 0.46148 -4.77847 -2.56456 0.004 -0.008 -0.006
C 0.26202 -3.50402 -3.05989 -0.021 0.029 0.017
C 0.47792 -2.38982 -2.25977 -0.013 -0.023 0.008
C 0.24057 -1.02122 -2.87499 0.053 -0.025 0.002
C -1.15508 -0.90064 -3.48504 -0.010 -0.008 -0.035
C 1.32051 -0.68419 -3.90582 0.018 0.000 -0.022
C 1.69864 -4.22474 0.95340 -0.005 0.005 -0.053
C 3.23213 -4.22090 0.90874 0.021 0.045 -0.011
C 1.14062 -3.47996 2.16688 -0.034 0.046 0.005
H -2.83390 1.46949 0.97287 -0.043 0.037 -0.006
H -2.24751 3.10961 1.30169 0.026 0.012 0.010
H -1.24272 1.76801 1.75087 -0.017 -0.020 0.010
H -1.02110 1.16376 -0.74752 0.058 0.100 -0.210
H -2.93816 3.42339 -1.12156 0.030 0.025 -0.014
H -2.93807 1.78995 -1.76254 -0.033 -0.025 0.042
H -1.77305 2.97440 -2.37649 -0.001 -0.045 -0.017
H -1.26336 4.85660 -0.63111 0.005 -0.002 0.007
H 0.64737 6.40650 -0.48473 0.000 -0.006 0.007
H 2.90433 5.52922 -0.06948 -0.011 -0.002 -0.002
H 3.77988 1.98012 0.47379 -0.042 0.010 0.050
H 4.84713 4.50006 -0.86702 -0.026 -0.004 -0.006
H 4.42425 3.03452 -1.74581 0.008 -0.015 0.005
H 5.71974 3.00462 -0.54009 0.001 0.015 0.003
H 4.16436 4.75027 1.63900 0.003 -0.019 0.019
H 5.13174 3.30562 1.96632 -0.010 0.003 -0.022
H 3.43126 3.34436 2.43111 -0.014 -0.004 0.019
H 3.14557 1.08849 -1.22302 -0.029 -0.037 -0.020
H 3.11406 -1.40986 -0.93636 0.051 -0.079 0.096
H 1.04527 -5.93267 -0.86951 -0.004 -0.002 -0.011
H 0.28301 -5.64557 -3.18752 -0.001 0.004 -0.003
H -0.07236 -3.37125 -4.08184 0.003 -0.008 0.004
H 0.31733 -0.27344 -2.08323 -0.022 0.040 0.031
H -1.27441 -1.55543 -4.35004 0.016 0.010 -0.003
H -1.33628 0.12300 -3.82363 -0.012 -0.003 0.022
H -1.91469 -1.17725 -2.75368 0.004 0.002 0.006
H 1.32882 -1.41760 -4.71520 -0.020 0.003 0.006
H 2.31527 -0.68355 -3.45470 -0.008 -0.010 0.006
H 1.14297 0.30048 -4.34488 0.007 -0.001 0.012
H 1.40310 -5.26983 1.07605 0.063 -0.020 0.068
H 3.62817 -3.22935 0.69414 -0.011 0.006 0.034
H 3.59576 -4.91183 0.14551 -0.005 0.022 -0.017
H 3.63615 -4.53450 1.87374 -0.006 -0.020 -0.015
H 1.00155 -2.42203 1.98150 0.087 -0.040 0.010
H 1.82306 -3.57793 3.01386 -0.026 -0.067 0.011
H 0.17388 -3.89012 2.46284 -0.032 0.034 -0.039
O -8.00301 1.19266 -0.15318 0.018 -0.014 -0.004
C -7.30483 0.84612 0.95286 0.009 -0.006 -0.013
O -7.76904 1.06242 2.03595 0.004 0.018 0.016
C -5.96768 0.20385 0.74955 -0.030 0.016 0.002
C -5.32479 0.11021 -0.48153 0.023 0.012 -0.015
C -4.07666 -0.48226 -0.58296 0.007 -0.046 -0.019
C -3.43527 -0.99505 0.54174 0.016 -0.042 0.125
S -1.82506 -1.74566 0.43662 0.023 0.169 -0.269
C -4.09570 -0.92394 1.77004 -0.007 0.062 0.014
C -5.33707 -0.32253 1.87429 0.029 -0.019 0.019
H -7.54785 0.89398 -0.94780 -0.016 -0.007 -0.002
H -5.76318 0.51018 -1.39049 -0.010 0.008 0.015
H -3.59008 -0.55474 -1.54643 0.002 0.012 -0.019
H -3.61796 -1.33658 2.65058 -0.020 -0.024 -0.008
H -5.84159 -0.25000 2.82839 -0.006 0.003 -0.005